C18H18N3O8P2Tm as an isolated structure. Source: OMol25; level of theory: ωB97M-V/def2-TZVPD.

For the energy, the calculation gives -87928.9041 eV. The calculation puts the LUMO energy (spin up / spin down) at 0.361 / 0.367 eV. The value obtained for the HOMO energy (spin up / spin down) is -8.7 / -8.7 eV. The expectation value of S² is 2.002. Its multiplicity is 3. The calculation puts the energy above the lowest of the compared OMol25 structures with the same formula, charge and spin at 0.041 eV. Its max |F| is 0.0558 Eh/bohr.

Cartesian coordinates (Å):
Tm1 -0.469 0.710 0.253
O1 3.102 -1.827 0.876
C1 2.285 -0.918 0.708
N1 0.959 -1.013 0.790
C2 0.534 -2.348 1.179
C3 -0.955 -2.507 1.151
C4 -1.545 -3.674 1.635
C5 -2.919 -3.799 1.593
C6 -3.671 -2.753 1.077
C7 -3.009 -1.632 0.613
N2 -1.680 -1.511 0.634
C8 2.772 0.479 0.410
C9 4.098 0.795 0.689
C10 4.549 2.075 0.429
C11 3.661 2.991 -0.115
C12 2.357 2.592 -0.368
N3 1.911 1.361 -0.116
H1 0.902 -2.572 2.192
H2 1.012 -3.096 0.525
H3 -0.925 -4.465 2.028
H4 -3.406 -4.690 1.957
H5 -4.746 -2.811 1.035
H6 -3.546 -0.785 0.205
H7 4.732 0.019 1.093
H8 5.571 2.354 0.641
H9 3.974 3.999 -0.338
H10 1.626 3.280 -0.779
C13 -1.041 -0.905 -2.335
C14 -0.232 -2.016 -2.123
C15 1.144 -1.909 -2.244
C16 1.724 -0.692 -2.562
C17 0.925 0.421 -2.781
C18 -0.461 0.316 -2.684
H11 -2.120 -1.007 -2.333
H12 -0.680 -2.975 -1.904
H13 1.769 -2.778 -2.109
H14 2.795 -0.621 -2.673
H15 1.370 1.354 -3.096
H16 -1.084 1.156 -2.968
O2 -1.862 3.074 3.486
P1 -1.449 2.304 2.166
O3 0.014 2.416 1.844
O4 -1.932 0.893 2.143
O5 -2.306 3.178 1.054
P2 -2.124 2.663 -0.478
O6 -3.062 3.667 -1.270
O7 -2.606 1.240 -0.585
O8 -0.688 2.774 -0.882
H17 -1.301 3.837 3.610
H18 -3.966 3.354 -1.273

The molecule C5H8N2. Source: OMol25; level of theory: ωB97M-V/def2-TZVPD.

For the energy, the calculation gives -8292.7612 eV. The calculation puts the LUMO energy at 1.025 eV. The value obtained for the HOMO energy is -8.2 eV. The calculation puts the energy above the lowest of the compared OMol25 structures with the same formula, charge and spin at 2.235 eV. The SMILES is CNn1cccc1. Its max |F| is 0.0676 Eh/bohr.

Cartesian coordinates (Å):
C1 -2.257 0.147 0.598
N1 -1.565 -0.399 -0.506
N2 -0.177 -0.173 -0.383
C2 0.709 -1.123 0.018
C3 1.977 -0.586 0.230
C4 1.768 0.881 0.170
C5 0.412 1.056 -0.282
H1 -2.095 -0.284 1.574
H2 -1.942 1.200 0.699
H3 -3.310 0.186 0.409
H4 -1.825 0.195 -1.348
H5 0.418 -2.195 0.088
H6 2.907 -1.098 0.431
H7 2.492 1.681 0.165
H8 -0.095 2.064 -0.195

C12H26CaN10O10 as an isolated structure. Source: OMol25; level of theory: ωB97M-V/def2-TZVPD.

For the energy, the calculation gives -66678.0413 eV. The calculation puts the LUMO energy at -0.880 eV. The value obtained for the HOMO energy is -3.7 eV. The calculation puts the energy above the lowest of the compared OMol25 structures with the same formula, charge and spin at 5.296 eV. Its max |F| is 0.1748 Eh/bohr.

Cartesian coordinates (Å):
Ca1 -0.855 0.614 -1.141
C1 -0.142 -1.766 -4.146
O1 0.773 -1.308 -3.440
O2 0.079 -2.369 -5.182
O3 -1.278 -1.542 -3.819
C2 -2.768 3.938 2.439
O4 -2.272 3.125 1.654
N1 -2.582 3.939 3.710
N2 -3.587 4.835 1.980
H1 -2.077 3.235 4.229
H2 -3.026 4.675 4.241
H3 -3.562 4.996 0.983
H4 -3.840 5.628 2.552
C3 -3.836 -3.058 0.901
O5 -3.285 -1.997 0.637
N3 -3.845 -3.480 2.152
N4 -4.351 -3.831 0.082
H5 -4.471 -4.248 2.351
H6 -3.743 -2.721 2.810
H7 -4.358 -3.566 -0.892
H8 -4.698 -4.727 0.392
C4 3.337 0.104 2.284
O6 2.362 0.391 1.518
N5 3.225 -0.028 3.533
N6 4.517 0.046 1.859
H9 2.284 -0.011 3.901
H10 3.998 -0.526 3.951
H11 4.722 0.407 0.939
H12 5.251 -0.131 2.531
C5 1.918 5.097 -1.691
O7 1.288 4.035 -1.810
N7 3.207 5.250 -1.673
N8 1.335 6.241 -1.447
H13 3.558 6.193 -1.589
H14 3.853 4.482 -1.781
H15 1.813 7.126 -1.357
H16 0.337 6.392 -1.430
C6 -3.410 3.245 -4.635
O8 -3.041 2.817 -3.511
N9 -3.682 4.502 -4.829
N10 -3.497 2.420 -5.641
H17 -3.790 4.887 -5.756
H18 -3.337 5.121 -4.109
H19 -3.716 2.771 -6.562
H20 -3.215 1.454 -5.554
C7 1.903 -4.266 0.819
C8 1.452 -4.932 1.963
C9 2.317 -5.833 2.582
C10 3.616 -6.127 2.036
C11 4.028 -5.496 0.916
C12 3.185 -4.532 0.353
O9 3.574 -3.696 -0.617
O10 1.938 -6.575 3.676
H21 1.323 -3.556 0.247
H22 0.432 -4.751 2.270
H23 4.309 -6.806 2.510
H24 5.034 -5.603 0.538
H25 2.824 -3.153 -0.868
H26 2.472 -7.327 3.944

What did the first record say?
C18H18N3O8P2Tm as an isolated structure. Source: OMol25; level of theory: ωB97M-V/def2-TZVPD.

For the energy, the calculation gives -87928.9041 eV. The calculation puts the LUMO energy (spin up / spin down) at 0.361 / 0.367 eV. The value obtained for the HOMO energy (spin up / spin down) is -8.7 / -8.7 eV. The expectation value of S² is 2.002. Its multiplicity is 3. The calculation puts the energy above the lowest of the compared OMol25 structures with the same formula, charge and spin at 0.041 eV. Its max |F| is 0.0558 Eh/bohr.

Cartesian coordinates (Å):
Tm1 -0.469 0.710 0.253
O1 3.102 -1.827 0.876
C1 2.285 -0.918 0.708
N1 0.959 -1.013 0.790
C2 0.534 -2.348 1.179
C3 -0.955 -2.507 1.151
C4 -1.545 -3.674 1.635
C5 -2.919 -3.799 1.593
C6 -3.671 -2.753 1.077
C7 -3.009 -1.632 0.613
N2 -1.680 -1.511 0.634
C8 2.772 0.479 0.410
C9 4.098 0.795 0.689
C10 4.549 2.075 0.429
C11 3.661 2.991 -0.115
C12 2.357 2.592 -0.368
N3 1.911 1.361 -0.116
H1 0.902 -2.572 2.192
H2 1.012 -3.096 0.525
H3 -0.925 -4.465 2.028
H4 -3.406 -4.690 1.957
H5 -4.746 -2.811 1.035
H6 -3.546 -0.785 0.205
H7 4.732 0.019 1.093
H8 5.571 2.354 0.641
H9 3.974 3.999 -0.338
H10 1.626 3.280 -0.779
C13 -1.041 -0.905 -2.335
C14 -0.232 -2.016 -2.123
C15 1.144 -1.909 -2.244
C16 1.724 -0.692 -2.562
C17 0.925 0.421 -2.781
C18 -0.461 0.316 -2.684
H11 -2.120 -1.007 -2.333
H12 -0.680 -2.975 -1.904
H13 1.769 -2.778 -2.109
H14 2.795 -0.621 -2.673
H15 1.370 1.354 -3.096
H16 -1.084 1.156 -2.968
O2 -1.862 3.074 3.486
P1 -1.449 2.304 2.166
O3 0.014 2.416 1.844
O4 -1.932 0.893 2.143
O5 -2.306 3.178 1.054
P2 -2.124 2.663 -0.478
O6 -3.062 3.667 -1.270
O7 -2.606 1.240 -0.585
O8 -0.688 2.774 -0.882
H17 -1.301 3.837 3.610
H18 -3.966 3.354 -1.273